DFT (wB97M-V/def2-TZVPD) results for a molecular structure, C21H30N2O6 in a non-equilibrium geometry.

Its LUMO energy is 0.305 eV. As for the gap between HOMO and LUMO: 0.3174 Ha. The energy relative to the best compared isomer or geometry (same formula, charge and spin) is 2175.0 kJ/mol. The value obtained for the largest force on an atom is 19.90 eV Å⁻¹. The HOMO energy comes out at -0.306 Eh.

Geometry (Å):
C (3.867, -2.672, 4.402)
C (2.505, -2.987, 4.788)
H (1.934, -2.171, 4.992)
H (2.630, -3.719, 5.697)
O (2.010, -3.570, 3.885)
C (0.915, -3.116, 3.295)
O (0.360, -2.100, 3.720)
C (0.553, -3.923, 1.955)
N (0.388, -3.152, 0.784)
C (1.356, -2.274, 0.513)
O (2.370, -2.421, 1.141)
N (1.453, -1.788, -0.727)
C (0.383, -1.741, -1.630)
H (0.811, -2.107, -2.723)
C (-0.554, -0.682, -1.829)
H (-1.682, -1.058, -1.206)
H (-0.948, -0.396, -2.743)
C (-0.105, 0.463, -1.022)
C (-0.163, 0.277, 0.241)
O (-1.066, -0.577, 0.923)
O (0.775, 1.039, 1.074)
C (0.660, 0.717, 2.556)
C (2.131, 0.587, 2.863)
H (2.408, -0.396, 2.580)
H (2.442, 0.631, 3.810)
H (2.771, 1.535, 2.488)
H (0.085, 0.215, 2.943)
H (0.351, 1.774, 2.759)
C (1.369, 0.524, -1.405)
H (1.776, 1.526, -1.088)
C (2.264, -0.675, -1.100)
H (3.071, -0.904, -1.751)
H (2.727, -0.403, -0.122)
H (1.497, 0.726, -2.508)
C (-0.772, 1.811, -1.393)
C (-2.289, 1.687, -1.184)
O (-2.716, 3.138, -1.412)
C (-3.459, 3.201, -2.547)
C (-3.188, 2.381, -3.697)
C (-3.640, 2.628, -4.923)
C (-4.295, 4.137, -5.092)
C (-4.290, 4.764, -3.976)
C (-3.705, 4.571, -2.734)
H (-3.768, 5.350, -1.859)
H (-4.420, 5.917, -4.239)
H (-4.522, 4.541, -6.184)
H (-3.671, 2.226, -5.713)
H (-2.929, 1.588, -3.519)
H (-2.735, 0.985, -1.580)
H (-2.293, 1.597, 0.113)
H (-0.690, 1.947, -2.608)
H (-0.234, 2.625, -1.038)
H (-0.219, -2.752, -1.692)
H (-0.717, -2.562, 0.818)
H (1.000, -4.665, 1.807)
H (-0.723, -4.517, 2.219)
H (3.941, -2.045, 3.520)
H (4.572, -3.618, 4.277)
H (4.421, -2.113, 5.084)

Results of the natural (NBO) charge analysis, in e, for atoms 1 through 8:
1 C -0.6117
2 C -0.0549
3 H 0.1974
4 H 0.1366
5 O -0.4706
6 C 0.7871
7 O -0.6286
8 C -0.1453